[1]
A 4-piece molecular cluster, C21H48NO4P overall. Source: the Open Molecules 2025 dataset; level of theory: ωB97M-V/def2-TZVPD.

Geometry as XYZ:
```
75
C21H48NO4P, DFT ωB97M-V/def2-TZVPD
N -1.142 -6.232 3.266
P -2.425 -5.285 2.661
O -2.347 -3.927 3.571
C -3.893 -6.262 3.248
C -4.478 -7.126 2.110
O -5.818 -7.288 2.548
C -5.980 -6.545 3.676
O -6.746 -6.763 4.560
O -5.064 -5.522 3.613
H -0.846 -6.831 2.509
H -1.483 -6.864 3.984
H -3.101 -3.391 3.321
H -3.709 -6.941 4.087
H -4.422 -6.618 1.168
H -3.983 -8.081 2.142
C -2.302 -0.548 1.158
C -0.909 -0.194 1.671
C -0.860 0.062 3.175
C -1.700 1.248 3.650
C -1.353 2.582 2.990
C 0.076 3.042 3.264
H -3.012 0.264 1.316
H -2.273 -0.754 0.087
H -2.681 -1.440 1.661
H -0.527 0.675 1.127
H -0.231 -1.020 1.441
H 0.182 0.210 3.473
H -1.195 -0.838 3.700
H -1.581 1.345 4.733
H -2.760 1.037 3.484
H -2.045 3.342 3.363
H -1.519 2.525 1.911
H 0.253 3.146 4.336
H 0.266 4.010 2.798
H 0.810 2.339 2.865
C 3.315 -2.352 -1.390
C 3.483 -0.912 -1.866
C 4.404 -0.080 -0.974
C 3.918 0.093 0.466
C 2.533 0.721 0.599
C 2.450 2.137 0.038
H 2.854 -2.400 -0.402
H 2.677 -2.911 -2.075
H 4.280 -2.860 -1.341
H 2.502 -0.435 -1.945
H 3.899 -0.921 -2.877
H 4.545 0.903 -1.432
H 5.394 -0.545 -0.953
H 4.643 0.710 1.006
H 3.917 -0.877 0.972
H 2.265 0.748 1.659
H 1.782 0.092 0.113
H 3.159 2.799 0.538
H 1.447 2.545 0.185
H 2.658 2.157 -1.032
C -0.609 1.858 -3.383
C 0.821 2.354 -3.577
C 0.990 3.844 -3.286
C 0.189 4.777 -4.195
C 0.476 4.623 -5.687
C 1.921 4.940 -6.064
H -1.303 2.348 -4.066
H -0.672 0.785 -3.569
H -0.948 2.041 -2.361
H 1.155 2.123 -4.592
H 1.479 1.794 -2.907
H 2.052 4.097 -3.349
H 0.699 4.036 -2.248
H 0.395 5.810 -3.899
H -0.880 4.625 -4.023
H -0.186 5.296 -6.237
H 0.224 3.612 -6.019
H 2.182 5.961 -5.779
H 2.068 4.845 -7.140
H 2.623 4.261 -5.578
```

Properties
SMILES: NP(O)[C@@H]1COC(=O)O1.CCCCCC.CCCCCC.CCCCCC
frontier orbital gap: 9.76 eV
strongest force on any atom: 1.61 eV Å⁻¹

Atomic partial charges in e from the Mulliken method, atoms 1 to 8:
1. N -0.62
2. P 0.17
3. O -0.43
4. C 0.02
5. C -0.56
6. O -0.32
7. C 0.63
8. O -0.49


[2]
C21H49AlB2Br3O10S5 as an isolated structure. Source: the Open Molecules 2025 dataset; level of theory: ωB97M-V/def2-TZVPD.

Geometry as XYZ:
```
91
C21H49AlB2Br3O10S5, DFT ωB97M-V/def2-TZVPD
Al -3.608 -19.378 1.964
B -1.983 -19.178 4.517
H -2.640 -20.012 4.327
H -1.179 -19.270 3.804
H -2.470 -18.249 4.262
H -1.665 -19.209 5.548
B -5.174 -16.777 2.032
H -5.866 -17.597 1.922
H -5.707 -15.841 2.099
H -4.519 -16.906 2.879
H -4.493 -16.806 1.195
C 1.776 -19.131 6.043
Br 1.320 -19.693 7.928
Br 3.164 -20.318 5.200
Br 2.404 -17.275 5.892
H 0.888 -19.274 5.427
C -0.886 -16.405 7.152
C -2.056 -17.151 7.867
C -3.271 -16.889 7.028
S -3.273 -15.058 6.942
O -3.928 -14.563 8.184
O -3.659 -14.619 5.617
C -1.448 -14.904 7.167
H -0.668 -16.874 6.193
H -0.003 -16.448 7.791
H -2.287 -16.727 8.844
H -1.787 -18.200 7.992
H -4.201 -17.283 7.438
H -3.044 -17.258 6.028
H -1.278 -14.287 8.049
H -1.018 -14.431 6.284
C 1.882 -17.673 1.401
C 2.201 -18.234 -0.032
C 1.708 -19.637 -0.144
S 0.667 -20.107 1.384
O 1.032 -21.488 1.746
O -0.749 -19.664 1.140
C 1.602 -18.833 2.368
H 0.995 -17.052 1.524
H 2.678 -17.083 1.857
H 3.281 -18.149 -0.157
H 1.737 -17.422 -0.591
H 2.543 -20.327 -0.021
H 1.233 -20.065 -1.027
H 2.543 -19.337 2.587
H 1.089 -18.674 3.317
C -0.864 -23.977 5.332
C -2.368 -23.972 5.517
C -3.046 -23.599 4.199
S -1.693 -23.086 3.110
O -2.026 -21.782 2.522
O -1.091 -24.202 2.380
C -0.576 -22.823 4.387
H -0.522 -24.882 4.831
H -0.325 -23.861 6.273
H -2.645 -23.293 6.323
H -2.673 -24.979 5.801
H -3.682 -22.742 4.420
H -3.712 -24.321 3.726
H -0.859 -21.891 4.877
H 0.412 -22.666 3.954
C -0.486 -13.414 2.802
C -2.019 -13.202 2.569
C -2.696 -14.451 2.201
S -1.424 -15.732 1.691
O -0.914 -15.403 0.324
O -1.886 -17.086 2.011
C -0.281 -14.965 2.937
H 0.030 -12.850 3.580
H 0.028 -13.089 1.897
H -2.053 -12.516 1.722
H -2.389 -12.629 3.419
H -3.542 -14.306 1.530
H -3.121 -14.767 3.154
H 0.724 -15.317 2.706
H -0.560 -15.377 3.907
C -8.261 -16.551 4.883
C -8.662 -17.828 4.140
C -7.989 -19.059 4.856
S -6.245 -18.414 5.281
O -5.233 -18.891 4.353
O -6.064 -18.604 6.717
C -6.759 -16.619 5.075
H -8.712 -16.679 5.867
H -8.664 -15.682 4.363
H -8.372 -17.661 3.103
H -9.746 -17.942 4.116
H -7.864 -20.000 4.322
H -8.429 -19.342 5.812
H -6.225 -16.335 4.168
H -6.250 -16.046 5.851
```

Properties
total charge: +1
frontier orbital gap: 3.11 eV
strongest force on any atom: 5.51 eV Å⁻¹

Atomic partial charges in e from the Mulliken method, atoms 1 to 8:
1. Al 1.33
2. B 2.64
3. H -0.23
4. H -1.00
5. H -0.84
6. H -0.19
7. B 0.86
8. H -0.28


[3]
A 4-piece molecular cluster, C21H49N2O20P3S overall. Source: the Open Molecules 2025 dataset; level of theory: ωB97M-V/def2-TZVPD.

Geometry as XYZ:
```
96
C21H49N2O20P3S, DFT ωB97M-V/def2-TZVPD
C 3.580 5.445 1.619
C 2.586 5.665 0.360
C 2.858 4.667 -0.856
C 1.612 4.387 -1.826
C 2.351 3.910 -3.184
C 3.023 5.153 -3.989
C 4.567 4.738 -4.175
N 5.642 5.334 -3.412
O 4.789 3.821 -5.004
O 1.101 3.107 -1.300
S -0.128 3.507 -0.232
O -1.223 2.536 -0.586
O 0.542 3.328 1.101
O -0.431 5.056 -0.761
C 0.408 5.429 -1.927
C -0.528 4.864 -3.134
C -2.092 5.033 -2.849
C -2.549 6.519 -2.545
N -3.158 7.320 -3.641
O -2.469 7.061 -1.427
C 0.697 6.994 -1.998
O 0.267 7.638 -3.211
O 1.288 7.716 -4.132
H 4.267 6.356 1.701
H 2.924 5.400 2.545
H 4.154 4.469 1.569
H 2.820 6.725 -0.020
H 1.526 5.674 0.755
H 3.132 3.654 -0.388
H 3.803 5.024 -1.380
H 1.658 3.381 -3.908
H 3.140 3.154 -2.869
H 3.015 6.032 -3.256
H 2.507 5.374 -4.968
H 5.482 6.334 -3.252
H 6.506 5.148 -3.933
H -0.360 3.741 -3.301
H -0.297 5.357 -4.133
H -2.623 4.727 -3.821
H -2.487 4.306 -2.059
H -2.989 8.298 -3.356
H -4.184 7.206 -3.519
H 0.110 7.481 -1.141
H 1.787 7.267 -1.808
H 0.873 7.378 -4.963
C -1.011 -0.155 -1.199
O -2.083 -0.976 -1.671
P -2.123 -2.546 -0.968
O -1.432 -3.192 -2.162
O -3.752 -2.611 -1.130
C -4.349 -2.210 -2.355
O -2.165 -4.016 -0.080
C -1.702 -3.901 1.268
H -1.059 0.803 -1.708
H -1.113 0.006 -0.125
H -0.049 -0.632 -1.415
H -3.688 -2.386 -3.207
H -4.606 -1.150 -2.300
H -5.265 -2.783 -2.497
H -2.336 -3.204 1.823
H -0.666 -3.551 1.281
H -1.751 -4.882 1.742
C 3.351 -6.708 3.418
O 3.339 -5.966 2.198
P 3.638 -4.282 2.400
O 2.158 -3.928 2.343
O 4.316 -4.202 0.913
C 3.672 -4.837 -0.186
O 4.110 -2.652 2.679
C 5.027 -2.484 3.760
H 3.138 -7.752 3.191
H 4.335 -6.640 3.886
H 2.586 -6.323 4.101
H 2.587 -4.867 -0.060
H 4.059 -5.852 -0.292
H 3.904 -4.279 -1.092
H 5.955 -3.025 3.556
H 4.584 -2.849 4.691
H 5.252 -1.422 3.867
C -4.245 -6.745 1.765
O -4.004 -7.605 2.879
P -4.878 -7.173 4.298
O -3.687 -6.449 4.913
O -4.925 -8.737 4.782
C -3.745 -9.526 4.715
O -5.922 -6.753 5.598
C -7.180 -6.216 5.190
H -3.641 -7.085 0.924
H -5.300 -6.789 1.486
H -3.969 -5.717 2.017
H -2.843 -8.922 4.839
H -3.713 -10.043 3.753
H -3.781 -10.271 5.509
H -7.731 -6.953 4.599
H -7.028 -5.308 4.598
H -7.760 -5.968 6.079
```

Properties
SMILES: CCC[C@@]1(CCC(N)=O)OS(=O)(=O)O[C@@]1(CCC(N)=O)COO.COP(=O)(OC)OC.COP(=O)(OC)OC.COP(=O)(OC)OC
frontier orbital gap: 6.67 eV
strongest force on any atom: 9.73 eV Å⁻¹

Atomic partial charges in e from the Mulliken method, atoms 1 to 8:
1. C -1.16
2. C 0.05
3. C -0.88
4. C 0.41
5. C -1.51
6. C 0.32
7. C 0.06
8. N -0.44


[4]
C21H50Cl2GdOP2 as an isolated structure. Source: the Open Molecules 2025 dataset; level of theory: ωB97M-V/def2-TZVPD.

Geometry as XYZ:
```
77
C21H50Cl2GdOP2, DFT ωB97M-V/def2-TZVPD
Gd -0.879 0.021 1.399
Cl 0.375 0.809 -0.687
P -3.298 -0.449 -0.264
C -3.439 -1.371 -1.862
C -4.317 -1.336 1.012
C -4.191 1.103 -0.694
C -2.179 -2.208 -2.116
H -3.436 -0.563 -2.611
C -4.736 -2.156 -2.070
H -4.878 -2.976 -1.358
H -4.685 -2.601 -3.071
H -5.620 -1.510 -2.064
H -1.286 -1.576 -2.040
H -2.201 -2.638 -3.124
H -2.072 -3.026 -1.394
H -3.778 1.343 -1.691
C -3.851 2.289 0.229
C -5.698 0.898 -0.843
H -5.963 0.385 -1.772
H -6.177 1.881 -0.884
H -6.141 0.361 0.003
H -2.781 2.550 0.181
H -4.130 2.093 1.278
H -4.445 3.154 -0.115
C -3.826 -2.770 1.269
H -5.310 -1.383 0.533
C -4.468 -0.565 2.333
H -3.873 -3.401 0.373
H -4.478 -3.222 2.032
H -2.794 -2.812 1.664
H -3.503 -0.366 2.841
H -5.067 -1.193 3.013
H -5.016 0.385 2.210
Cl 0.799 -1.459 2.606
H -1.089 -1.580 0.305
P 3.743 0.730 -0.388
C 4.019 2.373 -1.154
C 4.602 0.589 1.238
C 3.977 -0.657 -1.546
C 2.833 3.297 -0.833
H 4.019 2.124 -2.230
C 5.362 3.048 -0.850
H 5.531 3.196 0.227
H 5.342 4.033 -1.337
H 6.203 2.475 -1.267
H 1.882 2.778 -0.987
H 2.861 4.182 -1.479
H 2.872 3.650 0.209
H 3.586 -0.252 -2.499
C 3.087 -1.858 -1.139
C 5.441 -1.026 -1.791
H 5.985 -0.202 -2.263
H 5.448 -1.883 -2.477
H 5.983 -1.302 -0.876
H 2.038 -1.556 -1.001
H 3.461 -2.327 -0.214
H 3.130 -2.610 -1.943
C 4.011 1.659 2.182
H 5.660 0.813 1.002
C 4.475 -0.816 1.850
H 4.306 2.679 1.894
H 4.349 1.487 3.213
H 2.909 1.590 2.180
H 3.417 -1.118 1.886
H 4.837 -0.803 2.887
H 5.055 -1.565 1.294
C 0.271 2.247 4.471
C -0.901 2.660 3.594
C -0.800 4.035 2.958
O -1.173 1.682 2.616
H 1.238 2.278 3.941
H 0.126 1.215 4.823
H 0.322 2.911 5.340
H -1.777 2.714 4.245
H 0.066 4.141 2.287
H -1.714 4.212 2.377
H -0.732 4.814 3.734
```

Properties
total charge: -1
2S+1: 8
⟨S²⟩: 15.981
frontier orbital gap (alpha / beta): 6.26 / 6.26 eV
strongest force on any atom: 3.22 eV Å⁻¹

Atomic partial charges in e from the Mulliken method, atoms 1 to 8:
1. Gd 0.04
2. Cl -0.57
3. P 0.66
4. C 0.53
5. C 0.53
6. C 0.55
7. C -1.45
8. H 0.39


[5]
A 5-piece molecular cluster, C21H50N2O5 overall. Source: the Open Molecules 2025 dataset; level of theory: ωB97M-V/def2-TZVPD.

Geometry as XYZ:
```
78
C21H50N2O5, DFT ωB97M-V/def2-TZVPD
C -6.732 -3.539 1.998
C -6.580 -2.444 0.918
C -7.887 -2.296 0.068
C -6.457 -1.093 1.637
C -4.994 -0.844 2.162
C -3.917 -1.024 1.018
C -4.029 -2.423 0.361
C -3.247 -2.394 -0.943
C -3.469 -3.416 1.404
N -5.428 -2.659 -0.004
O -5.565 -3.712 -0.763
H -7.437 -3.171 2.744
H -6.978 -4.517 1.584
H -5.838 -3.769 2.578
H -8.117 -3.205 -0.487
H -8.652 -2.145 0.830
H -7.932 -1.561 -0.736
H -6.888 -0.281 1.051
H -7.017 -1.148 2.570
H -4.872 0.178 2.521
H -4.762 -1.402 3.069
H -2.966 -0.736 1.467
H -4.052 -0.259 0.253
H -3.516 -1.592 -1.630
H -3.352 -3.336 -1.481
H -2.182 -2.246 -0.761
H -2.383 -3.470 1.327
H -3.770 -4.457 1.280
H -3.806 -3.187 2.415
H -5.503 -3.409 -1.672
C 7.460 -1.142 1.190
C 6.518 0.110 1.166
C 7.373 1.306 0.902
C 5.533 -0.066 -0.063
C 4.387 -1.115 0.120
C 3.612 -0.836 1.426
C 4.542 -0.676 2.689
C 3.560 -0.113 3.675
C 4.981 -2.061 3.116
N 5.663 0.287 2.403
O 6.387 0.584 3.539
H 8.174 -0.997 0.380
H 7.958 -1.175 2.159
H 7.028 -2.130 1.034
H 8.024 1.251 0.029
H 6.791 2.226 0.848
H 8.127 1.458 1.675
H 5.152 0.927 -0.300
H 6.108 -0.356 -0.942
H 3.790 -1.099 -0.792
H 4.797 -2.126 0.126
H 2.977 -1.695 1.639
H 2.993 0.040 1.232
H 2.656 -0.717 3.750
H 3.270 0.911 3.442
H 4.003 -0.129 4.671
H 4.176 -2.614 3.600
H 5.821 -2.014 3.809
H 5.302 -2.700 2.293
H 6.240 1.530 3.604
C 3.861 9.570 -4.349
O 2.481 9.233 -4.484
H 4.080 10.187 -5.221
H 4.149 10.045 -3.411
H 4.549 8.726 -4.391
H 2.370 8.531 -3.839
C 0.620 2.654 -2.647
O 1.299 3.872 -2.677
H -0.352 2.761 -3.129
H 1.241 1.869 -3.079
H 0.595 2.307 -1.614
H 1.815 4.041 -1.885
C -5.112 1.629 -6.389
O -6.157 0.877 -5.740
H -5.088 1.641 -7.478
H -5.136 2.668 -6.060
H -4.197 1.164 -6.022
H -6.087 0.911 -4.783
```

Properties
SMILES: CC1(C)CCCC(C)(C)N1O.CC1(C)CCCC(C)(C)N1O.CO.CO.CO
relative energy (zero: lowest compared OMol25 entry of this formula, charge and spin): 3.3447 eV
frontier orbital gap: 8.08 eV
strongest force on any atom: 5.38 eV Å⁻¹

Atomic partial charges in e from the Mulliken method, atoms 1 to 8:
1. C -1.57
2. C 1.28
3. C -1.83
4. C -0.98
5. C -0.82
6. C -1.08
7. C 1.64
8. C -2.06


[6]
A 3-piece molecular cluster, C21H50N7O2 overall. Source: the Open Molecules 2025 dataset; level of theory: ωB97M-V/def2-TZVPD.

Geometry as XYZ:
```
80
C21H50N7O2, DFT ωB97M-V/def2-TZVPD
C 3.788 -2.980 0.957
C 2.861 -2.573 -0.283
C 3.680 -1.475 -1.094
C 1.527 -2.017 0.349
C 0.557 -1.308 -0.661
N -0.485 -2.095 -1.367
C -1.715 -1.963 -0.684
N -2.652 -2.841 -0.431
C -2.479 -4.238 -0.888
O -3.086 -5.198 -0.029
N -4.395 -4.850 0.290
O -5.153 -5.278 -0.496
N -1.739 -0.541 -0.290
C -0.370 -0.418 0.291
C 0.165 1.044 0.564
N -0.611 1.964 -0.297
H 4.774 -3.385 0.639
H 3.883 -2.035 1.565
H 3.179 -3.703 1.565
H 2.695 -3.448 -0.960
H 3.272 -0.436 -0.977
H 3.806 -1.724 -2.177
H 4.724 -1.437 -0.671
H 1.041 -2.827 0.957
H 1.840 -1.229 1.094
H 0.972 -0.639 -1.454
H -0.197 -3.020 -1.686
H -3.481 -2.493 0.061
H -1.407 -4.542 -0.993
H -2.933 -4.305 -1.918
H -1.720 -0.126 -1.234
H -0.350 -0.994 1.257
H 1.275 1.126 0.407
H -0.008 1.359 1.631
H -0.039 2.403 -1.012
H -1.147 2.637 0.239
C -0.418 6.343 -3.730
C 0.881 5.682 -4.172
N 0.767 4.243 -4.369
C 2.056 3.576 -4.515
C 2.908 3.930 -5.733
C -0.271 3.802 -5.293
C -0.220 4.327 -6.728
H -0.814 5.870 -2.828
H -0.238 7.396 -3.505
H -1.183 6.304 -4.508
H 1.619 5.868 -3.386
H 1.249 6.191 -5.073
H 1.903 2.492 -4.496
H 2.647 3.792 -3.617
H 2.522 3.475 -6.645
H 3.923 3.548 -5.595
H 2.989 5.008 -5.887
H -1.243 4.074 -4.867
H -0.288 2.708 -5.317
H -0.015 5.398 -6.775
H -1.185 4.161 -7.213
H 0.527 3.805 -7.325
C 0.349 0.139 5.620
C -0.439 -0.864 4.787
N -0.591 -2.163 5.419
C -1.090 -3.189 4.513
C -2.500 -3.016 3.946
C -1.182 -2.162 6.752
C -2.574 -1.552 6.914
H 1.327 -0.260 5.894
H 0.509 1.053 5.044
H -0.181 0.419 6.531
H 0.107 -0.997 3.845
H -1.411 -0.422 4.525
H -1.024 -4.164 5.004
H -0.392 -3.255 3.667
H -3.266 -3.240 4.687
H -2.650 -3.715 3.116
H -2.674 -2.010 3.556
H -0.500 -1.635 7.426
H -1.196 -3.186 7.138
H -2.681 -0.603 6.385
H -2.767 -1.355 7.971
H -3.357 -2.230 6.572
```

Properties
total charge: +1
frontier orbital gap: 6.05 eV
strongest force on any atom: 3.64 eV Å⁻¹

Atomic partial charges in e from the Mulliken method, atoms 1 to 8:
1. C -1.48
2. C 0.70
3. C -1.22
4. C -1.16
5. C 0.12
6. N -0.24
7. C 0.20
8. N -0.02